{
  "formula": "C2H6ClOPS2",
  "method": "wB97M-V/def2-TZVPD",
  "elements": ["C", "C", "O", "P", "S", "S", "Cl", "H", "H", "H", "H", "H", "H"],
  "positions_angstrom": [[-1.5399, 0.4696, 0.0805], [1.9836, -1.0290, 0.8640], [-1.1950, -0.4264, -1.0253], [0.3701, -0.5708, -1.5125], [0.3226, -1.6356, -3.1302], [0.7343, 1.4213, -1.8281], [2.6242, 0.5440, 1.1203], [-2.4133, -0.0754, 0.6608], [-1.8870, 1.2747, -0.4594], [-0.5454, 0.5626, 0.6295], [2.6894, -1.9011, 0.6084], [1.0767, -1.1425, 1.4809], [2.0331, 1.2841, -1.5154]],
  "forces_ev_per_angstrom": [[0.8, -3.9, 1.2], [-0.6, -0.6, -0.8], [0.6, -0.7, 0.3], [-1.4, -1.0, 0.0], [0.5, -0.1, 0.5], [0.7, 0.9, 0.0], [0.4, -0.3, -0.1], [2.0, 1.3, -0.9], [-0.7, 2.5, -0.1], [-1.9, 0.7, 0.0], [-1.3, 1.7, 0.5], [0.7, -0.5, -0.5], [0.0, 0.2, -0.1]],
  "mulliken_charge": [-0.559, -0.567, -0.306, 0.427, -0.347, -0.175, -0.086, 0.171, 0.334, 0.260, 0.338, 0.356, 0.153],
  "homo_lumo_gap_ev": [7.57, 6.82],
  "lumo_energy_ev": [-0.82, -1.71]
}